No. 1
12
Properties=species:S:1:pos:R:3:forces:R:3 method="wB97M-V/def2-TZVPD" fmax_ev_per_a=3.6 charge=+1 orbital_gap_ha=0.2937 de_lowest_kcal_mol=57.3 multiplicity=1
C 0.809 -0.296 0.387 -2.668 -2.420 0.377
C 0.176 -0.774 -0.849 3.182 1.430 -0.145
N -0.744 1.336 0.978 1.434 0.729 -1.311
O -0.833 -1.553 -0.744 -0.888 -0.363 -0.434
Br 0.506 -1.286 1.878 0.295 -0.495 0.567
Br 0.193 0.560 -2.220 -0.215 -0.210 0.032
Br 2.116 -1.972 -1.266 -1.287 1.013 0.641
H 1.543 0.409 0.465 1.822 1.762 -0.403
H -0.831 1.470 1.986 -0.727 -0.219 -0.326
H -1.530 1.548 0.373 -1.086 -0.780 0.768
H -0.215 2.138 0.654 0.895 0.234 0.357
H -1.191 -1.578 -1.642 -0.757 -0.681 -0.125


No. 2
18
Properties=species:S:1:pos:R:3:forces:R:3 method="wB97M-V/def2-TZVPD" fmax_ev_per_a=3.9 charge=-1 orbital_gap_ha=0.2377 de_lowest_kcal_mol=37.3 multiplicity=1
C -0.328 1.366 0.255 -3.262 1.251 0.999
C -0.522 1.465 -1.239 0.773 1.877 -1.667
S 1.152 1.766 -1.951 0.143 0.407 -0.349
N -0.654 -0.034 0.668 0.862 2.166 1.227
C 0.087 -0.519 1.820 -0.271 -2.443 -3.074
N -0.351 -1.959 1.960 -2.078 0.765 0.168
H -1.242 2.003 0.645 1.628 -0.817 0.040
H 0.613 1.946 0.621 -1.258 -1.810 -0.640
H -0.861 0.580 -1.767 -0.335 -0.467 0.556
H -1.264 2.289 -1.563 1.176 -1.023 0.691
H -0.652 -0.665 -0.108 0.660 -0.234 -0.426
H 1.180 -0.521 1.639 -0.197 -0.231 0.068
H -0.059 0.126 2.625 -0.766 0.684 1.739
H 0.084 -2.392 1.163 0.342 -0.423 -0.222
H -1.419 -2.019 1.668 2.738 0.555 0.990
H 1.391 -0.386 -1.819 0.339 0.548 -0.459
H 1.765 -1.790 -2.470 1.584 -0.601 -0.509
O 1.079 -1.256 -2.145 -2.078 -0.205 0.866


No. 3
10
Properties=species:S:1:pos:R:3:forces:R:3 method="wB97M-V/def2-TZVPD" fmax_ev_per_a=4.7 orbital_gap_ha="0.1982 / 0.3769" de_lowest_kcal_mol=125.4 multiplicity=1
C -0.507 -0.836 0.119 -1.748 2.312 0.566
N 0.413 -1.619 -0.396 -0.193 -0.513 0.020
N 1.209 1.447 0.083 0.122 -1.849 -0.713
O -2.126 1.325 -0.031 0.394 4.614 0.570
O -1.279 -1.033 1.131 0.788 -1.128 0.600
S -2.040 -0.037 -0.306 -0.817 -4.392 -1.349
H 0.994 -1.988 0.329 0.819 -0.504 -0.215
H 0.770 -1.253 -1.254 0.900 -0.044 -0.117
H 1.488 1.847 0.958 -0.066 0.791 0.478
H 1.079 2.147 -0.633 -0.199 0.713 0.159


No. 4
48
Properties=species:S:1:pos:R:3:forces:R:3 method="wB97M-V/def2-TZVPD" fmax_ev_per_a=18.6 orbital_gap_ha=0.3126 de_lowest_kcal_mol=442.1 multiplicity=1
C -1.464 -1.754 -2.233 2.057 0.028 -15.669
H -2.447 -1.764 -2.404 -4.084 -0.244 -0.961
H -0.959 -2.592 -2.766 -0.666 -0.401 -0.751
H -1.052 -0.930 -2.890 -0.109 0.373 0.991
O -1.224 -1.832 -1.093 2.468 0.370 17.950
C -0.002 -1.658 -0.481 -1.748 1.725 1.436
C 1.048 -1.788 -1.232 6.198 -0.450 -8.940
C 2.416 -1.495 -1.071 -0.691 -0.173 5.027
C 2.639 -1.238 0.294 2.702 -0.913 1.902
C 1.656 -1.265 1.256 -3.923 1.345 0.658
C 0.246 -1.183 0.857 1.744 -3.595 -1.674
O -0.744 -1.195 1.721 -0.112 -0.577 1.932
C -1.812 -2.216 1.589 -4.614 12.656 6.068
H -2.499 -1.501 1.018 0.136 -2.401 0.255
H -1.638 -3.085 1.287 1.996 -7.260 -2.530
H -2.355 -2.050 2.821 1.781 -1.357 -3.824
H 1.806 -1.212 2.374 0.160 0.110 -1.457
C 4.041 -0.991 0.947 1.123 2.039 -4.325
H 4.923 -1.437 0.279 -1.791 0.002 1.933
H 4.134 -1.082 2.055 -0.063 -0.235 -1.117
C 4.338 0.543 0.495 1.800 0.751 5.258
N 3.276 1.531 1.313 5.355 -0.703 -6.170
C 2.195 1.743 0.591 -1.056 -0.770 4.032
C 1.753 1.729 -0.621 5.706 -1.645 -9.995
C 2.563 1.601 -2.187 -10.186 4.056 15.018
N 3.270 1.253 -2.901 9.340 -4.312 -10.366
N 0.491 1.844 -0.836 -4.340 4.240 2.136
C 0.153 2.338 0.356 -4.275 -4.450 1.690
C -1.294 2.543 1.024 3.800 -0.043 1.458
C -2.306 1.703 0.427 1.193 1.643 -4.780
C -3.230 1.233 1.157 -6.146 -4.774 5.990
C -4.329 0.362 0.569 3.104 3.523 13.124
C -4.430 0.307 -0.653 -4.844 -4.114 -5.541
C -3.583 0.754 -1.550 5.256 4.832 -5.259
C -2.539 1.549 -1.014 2.306 1.790 -1.355
H -1.752 2.288 -1.640 -2.452 -2.684 1.168
H -3.658 0.800 -2.769 -0.200 -0.520 3.458
H -5.288 -0.285 -0.805 -1.085 -0.756 -1.899
H -5.012 -0.048 1.385 0.691 0.391 -1.717
H -3.234 1.338 2.372 0.122 -0.219 -3.132
H -1.310 3.550 0.805 -1.455 2.537 -0.613
H -1.320 2.573 2.239 0.546 -0.717 -3.043
O 1.028 1.908 1.313 1.334 2.450 -0.385
H 3.249 1.221 2.190 -0.901 -1.207 4.261
H 4.304 0.786 -0.562 -0.056 -0.232 0.148
H 5.511 0.754 0.998 -3.525 -0.060 -1.733
H 3.333 -1.680 -1.613 -0.730 0.074 -1.068
H 1.107 -1.967 -2.412 -1.864 -0.124 2.412


No. 5
30
Properties=species:S:1:pos:R:3:forces:R:3 method="wB97M-V/def2-TZVPD" fmax_ev_per_a=6.0 charge=-1 orbital_gap_ha="0.1054 / 0.3184" s_squared=0.75 de_lowest_kcal_mol=74.4 multiplicity=2
C -0.786 1.444 -2.178 3.083 4.443 2.658
C -1.132 1.295 -0.671 -3.398 -1.692 -1.222
C -1.776 -0.337 -0.534 2.264 2.825 1.448
C -0.617 -1.339 -0.597 -2.630 -1.802 -1.107
C 0.062 -3.383 0.289 -0.646 -3.452 -0.100
N -0.908 -2.320 0.474 1.077 -2.180 -5.187
N -0.013 1.364 0.193 0.339 -0.826 -0.150
H 0.291 1.389 -2.316 0.107 -1.302 -0.237
H -0.858 2.512 -2.540 -0.790 -0.815 0.338
H -1.392 0.817 -2.643 -2.182 -2.653 -2.954
H -2.037 2.073 -0.594 1.982 -1.666 0.971
H -2.313 -0.423 0.430 0.501 0.160 -0.426
H -2.366 -0.744 -1.277 -2.067 0.297 -1.773
H -0.634 -1.947 -1.612 -0.088 1.225 1.807
H 0.332 -0.886 -0.578 1.523 0.187 0.312
H 0.297 -4.039 1.178 0.075 1.463 -0.401
H -0.372 -4.243 -0.355 0.077 1.411 0.445
H 0.947 -3.120 -0.297 0.289 0.297 0.655
H -0.837 -1.865 1.284 0.589 1.973 4.316
H -0.073 1.851 1.071 -0.401 -0.242 0.162
H 0.391 0.405 0.369 -0.459 2.114 0.124
H 0.454 0.752 3.706 0.789 1.417 2.881
H 0.328 -0.448 2.986 -0.035 -0.704 -0.400
O 0.181 0.503 2.863 -0.735 -0.759 -2.134
H 0.929 3.345 -0.702 1.742 -0.636 0.443
H 1.930 2.236 -1.035 -0.189 0.690 0.669
O 1.899 3.116 -0.601 -0.934 0.337 -1.105
H 2.822 1.353 0.847 0.354 1.808 0.399
H 2.669 0.175 1.861 0.144 -0.066 1.952
O 2.582 0.465 0.981 -0.381 -1.851 -2.383


No. 6
69
Properties=species:S:1:pos:R:3:forces:R:3 method="wB97M-V/def2-TZVPD" fmax_ev_per_a=0.1 charge=+1 orbital_gap_ha=0.2780 de_lowest_kcal_mol=0.0 multiplicity=1
Tl -0.256 -0.584 -0.513 -0.038 -0.009 -0.076
N 2.656 -0.496 0.791 -0.084 -0.023 0.021
N 2.664 -0.204 2.152 0.007 0.049 -0.001
C 1.541 0.168 2.795 -0.065 0.020 0.113
N 1.676 0.620 4.042 0.090 -0.023 0.002
N 0.403 -0.005 2.120 0.041 -0.047 -0.016
N -0.768 0.405 2.664 -0.004 0.068 -0.006
O -1.732 0.292 1.917 0.054 -0.013 0.047
O -0.865 0.845 3.807 -0.088 -0.016 -0.059
H 2.821 -1.485 0.641 0.034 -0.058 -0.058
H 3.313 0.102 0.307 0.010 -0.029 -0.024
H 3.543 -0.141 2.641 0.012 -0.003 0.020
H 2.585 0.803 4.428 0.006 0.000 -0.020
H 0.837 0.876 4.539 -0.015 0.014 0.010
O -2.812 -1.372 -1.205 0.042 0.014 0.055
S -4.040 -2.024 -0.625 -0.017 0.002 0.008
C -4.437 -1.091 0.897 -0.018 -0.031 -0.014
C -3.980 -1.896 2.117 0.028 0.002 -0.001
C -2.904 -2.868 1.637 -0.015 0.002 0.008
C -3.448 -3.441 0.338 -0.019 -0.005 -0.010
H -5.502 -0.863 0.899 0.005 0.001 -0.005
H -3.877 -0.165 0.775 0.006 0.014 0.000
H -4.820 -2.460 2.528 -0.001 -0.004 -0.002
H -3.612 -1.229 2.895 -0.013 -0.003 -0.004
H -2.701 -3.651 2.368 0.005 0.001 -0.002
H -1.967 -2.337 1.445 -0.002 0.001 0.008
H -4.313 -4.087 0.514 0.012 0.001 0.000
H -2.726 -3.966 -0.287 -0.012 0.008 -0.005
C 0.026 5.114 -1.952 0.003 -0.002 -0.008
O 0.603 3.947 -2.526 -0.024 0.002 -0.042
C -0.237 2.958 -2.901 0.001 0.035 0.023
C -1.619 3.070 -2.976 -0.033 -0.015 -0.008
C -2.384 1.985 -3.383 0.003 0.025 0.008
C -1.790 0.783 -3.733 -0.004 -0.007 0.008
C -0.411 0.669 -3.663 0.006 -0.019 -0.032
C 0.355 1.738 -3.232 0.042 0.016 -0.020
N 1.771 1.587 -3.168 -0.076 0.001 0.004
C 2.652 1.907 -2.230 0.030 0.037 0.050
C 2.549 2.342 -0.909 0.002 -0.008 0.008
C 3.788 2.747 -0.306 0.002 -0.007 -0.016
C 3.845 3.262 0.947 0.019 0.005 0.008
C 2.633 3.425 1.679 -0.015 -0.004 0.005
C 1.439 3.021 1.177 -0.006 0.037 -0.012
C 1.332 2.392 -0.118 -0.032 -0.008 -0.059
O 0.246 1.897 -0.501 0.064 -0.049 0.104
H 0.859 5.728 -1.623 0.005 -0.001 -0.001
H -0.599 4.850 -1.096 -0.001 -0.004 0.000
H -0.562 5.667 -2.687 -0.001 -0.004 -0.002
H -2.106 3.997 -2.709 0.005 -0.006 0.000
H -3.460 2.087 -3.424 0.007 -0.001 -0.001
H -2.391 -0.063 -4.032 0.001 0.003 -0.005
H 0.080 -0.265 -3.919 0.000 0.011 -0.001
H 2.181 1.244 -4.023 0.006 -0.016 -0.006
H 3.670 1.808 -2.596 -0.002 -0.010 0.004
H 4.695 2.661 -0.895 -0.001 0.000 -0.001
H 4.786 3.584 1.371 -0.005 0.002 -0.001
H 2.670 3.884 2.661 -0.002 -0.009 -0.004
H 0.517 3.139 1.734 0.009 -0.010 0.007
Br 2.258 -2.944 -2.091 0.047 0.021 -0.039
C 1.388 -3.871 -0.677 -0.006 -0.027 0.087
C 0.524 -4.909 -0.989 -0.013 0.011 -0.025
C -0.090 -5.556 0.069 -0.002 0.004 0.000
C 0.178 -5.142 1.367 -0.003 -0.007 0.006
C 1.059 -4.093 1.554 -0.012 0.004 -0.010
N 1.664 -3.461 0.543 0.024 0.075 -0.010
H 0.350 -5.193 -2.016 -0.005 -0.003 0.005
H -0.768 -6.379 -0.120 0.004 0.001 0.002
H -0.279 -5.627 2.218 0.000 0.002 -0.006
H 1.300 -3.735 2.548 -0.001 -0.009 -0.009